(a)
Formula: C56H98N14
Source: OMol25
Level of theory: ωB97M-V/def2-TZVPD

Output
Frontier orbital gap, eV: 11.3
Total charge: 0
E_LUMO, eV: 0.05

Last columns: bonded neighbours and bond lengths (Å).
Geometry (Å):
1 C -3.8023 -7.1752 16.2217  C2 1.574, H6 1.090, H7 1.090, H8 1.090
2 C -4.8001 -7.9986 17.1175  C1 1.574, C3 1.571, H9 1.090, H10 1.090
3 C -6.0914 -7.1876 17.4961  C2 1.571, C4 1.489, H11 1.090, H12 1.090
4 C -5.8580 -5.8153 18.0247  C3 1.489, N5 1.118
5 N -5.7423 -4.7696 18.4028  C4 1.118
6 H -3.3432 -6.3588 16.7793  C1 1.090
7 H -4.2568 -6.7369 15.3332  C1 1.090
8 H -3.0496 -7.8619 15.8345  C1 1.090
9 H -4.2527 -8.3362 17.9976  C2 1.090
10 H -5.1418 -8.8713 16.5609  C2 1.090
11 H -6.6860 -7.6968 18.2544  C3 1.090
12 H -6.7970 -7.0338 16.6796  C3 1.090
13 C 2.1198 -19.3130 6.5115  C14 1.532, H18 1.090, H19 1.090, H20 1.090
14 C 0.7463 -19.0268 5.8958  C13 1.532, C15 1.515, H21 1.090, H22 1.090
15 C -0.4508 -19.7152 6.5189  C14 1.515, C16 1.473, H23 1.090, H24 1.090
16 C -0.4992 -21.1482 6.1836  C15 1.473, N17 1.174
17 N -0.5820 -22.2676 5.8403  C16 1.174
18 H 2.8644 -18.8677 5.8516  C13 1.090
19 H 2.2502 -20.3871 6.6437  C13 1.090
20 H 2.2183 -18.9008 7.5157  C13 1.090
21 H 0.6902 -19.2302 4.8264  C14 1.090
22 H 0.5195 -17.9684 6.0237  C14 1.090
23 H -1.3314 -19.2628 6.0628  C15 1.090
24 H -0.4654 -19.5763 7.5999  C15 1.090
25 C 2.7534 -14.2580 19.6524  C26 1.531, H30 1.090, H31 1.090, H32 1.090
26 C 2.7707 -12.7273 19.6349  C25 1.531, C27 1.497, H33 1.090, H34 1.090
27 C 2.1361 -12.1228 18.4209  C26 1.497, C28 1.475, H35 1.090, H36 1.090
28 C 0.8455 -12.7558 18.0914  C27 1.475, N29 1.139
29 N -0.1533 -13.2614 17.8811  C28 1.139
30 H 1.7767 -14.7163 19.8074  C25 1.090
31 H 3.4458 -14.7043 20.3662  C25 1.090
32 H 3.0397 -14.6229 18.6660  C25 1.090
33 H 3.7803 -12.3958 19.8777  C26 1.090
34 H 2.1818 -12.4087 20.4950  C26 1.090
35 H 2.7734 -12.2069 17.5406  C27 1.090
36 H 1.8333 -11.0867 18.5721  C27 1.090
37 C 10.7480 -25.4534 10.0096  C38 1.575, H42 1.090, H43 1.090, H44 1.090
38 C 11.0539 -23.9418 9.6916  C37 1.575, C39 1.563, H45 1.090, H46 1.090
39 C 10.5202 -22.9271 10.7540  C38 1.563, C40 1.470, H47 1.090, H48 1.090
40 C 9.0569 -22.8423 10.8694  C39 1.470, N41 1.182
41 N 7.8784 -22.8155 10.9594  C40 1.182
42 H 11.1003 -25.6030 11.0302  C37 1.090
43 H 11.1720 -26.1029 9.2437  C37 1.090
44 H 9.6766 -25.6290 10.1058  C37 1.090
45 H 10.7302 -23.7726 8.6646  C38 1.090
46 H 12.1405 -23.8604 9.6620  C38 1.090
47 H 10.8675 -21.9107 10.5688  C39 1.090
48 H 10.8780 -23.2651 11.7266  C39 1.090
49 C 8.9914 -13.9340 17.3496  C50 1.576, H54 1.090, H55 1.090, H56 1.090
50 C 10.0078 -12.9817 16.6119  C49 1.576, C51 1.580, H57 1.090, H58 1.090
51 C 9.4093 -11.7841 15.7731  C50 1.580, C52 1.491, H59 1.090, H60 1.090
52 C 8.3360 -12.2432 14.8461  C51 1.491, N53 1.180
53 N 7.4973 -12.5567 14.0770  C52 1.180
54 H 8.3028 -14.2953 16.5858  C49 1.090
55 H 8.4582 -13.2601 18.0201  C49 1.090
56 H 9.4284 -14.7630 17.9062  C49 1.090
57 H 10.6203 -13.5993 15.9550  C50 1.090
58 H 10.7555 -12.5683 17.2887  C50 1.090
59 H 10.1959 -11.3174 15.1802  C51 1.090
60 H 8.9627 -11.0124 16.4002  C51 1.090
61 C -2.4415 -19.1653 16.7963  C62 1.540, H66 1.090, H67 1.090, H68 1.090
62 C -2.9533 -20.6176 16.7990  C61 1.540, C63 1.571, H69 1.090, H70 1.090
63 C -4.0280 -20.8216 15.6716  C62 1.571, C64 1.490, H71 1.090, H72 1.090
64 C -5.1173 -19.8047 15.6509  C63 1.490, N65 1.138
65 N -5.9124 -18.9920 15.6037  C64 1.138
66 H -2.0559 -18.8872 15.8155  C61 1.090
67 H -1.6606 -19.0354 17.5457  C61 1.090
68 H -3.2709 -18.5089 17.0594  C61 1.090
69 H -3.3306 -21.0421 17.7294  C62 1.090
70 H -2.0652 -21.2080 16.5735  C62 1.090
71 H -4.5754 -21.7585 15.7752  C63 1.090
72 H -3.6365 -20.8570 14.6550  C63 1.090
73 C -6.5872 -13.0795 10.3302  C74 1.564, H78 1.090, H79 1.090, H80 1.090
74 C -6.6458 -13.5603 11.8171  C73 1.564, C75 1.549, H81 1.090, H82 1.090
75 C -5.3020 -13.9417 12.4861  C74 1.549, C76 1.455, H83 1.090, H84 1.090
76 C -4.6082 -15.0366 11.8250  C75 1.455, N77 1.155
77 N -4.1092 -15.9464 11.3189  C76 1.155
78 H -6.3490 -13.9036 9.6576  C73 1.090
79 H -5.9223 -12.2216 10.2306  C73 1.090
80 H -7.5882 -12.7531 10.0481  C73 1.090
81 H -7.2947 -14.4299 11.9206  C74 1.090
82 H -7.1535 -12.7578 12.3523  C74 1.090
83 H -5.4988 -14.2685 13.5072  C75 1.090
84 H -4.7337 -13.0116 12.4977  C75 1.090
85 C 0.6972 -23.8736 11.9801  C86 1.544, H90 1.090, H91 1.090, H92 1.090
86 C 0.3318 -25.3079 11.5423  C85 1.544, C87 1.538, H93 1.090, H94 1.090
87 C -1.0702 -25.7389 12.0035  C86 1.538, C88 1.460, H95 1.090, H96 1.090
88 C -1.3018 -25.7631 13.4453  C87 1.460, N89 1.162
89 N -1.4936 -25.7522 14.5915  C88 1.162
90 H 1.6027 -23.5289 11.4807  C85 1.090
91 H 0.8236 -23.6820 13.0456  C85 1.090
92 H -0.0915 -23.2244 11.5999  C85 1.090
93 H 1.0718 -26.0470 11.8494  C86 1.090
94 H 0.3024 -25.2972 10.4527  C86 1.090
95 H -1.2940 -26.7486 11.6592  C87 1.090
96 H -1.7717 -25.0217 11.5772  C87 1.090
97 C 4.3017 -6.7811 14.8744  C98 1.545, H102 1.090, H103 1.090, H104 1.090
98 C 3.2491 -5.6698 15.0835  C97 1.545, C99 1.553, H105 1.090, H106 1.090
99 C 2.7606 -5.1401 13.7080  C98 1.553, C100 1.467, H107 1.090, H108 1.090
100 C 3.5998 -4.1599 13.0104  C99 1.467, N101 1.168
101 N 4.2838 -3.3642 12.4964  C100 1.168
102 H 4.5990 -7.1191 15.8671  C97 1.090
103 H 5.2044 -6.4609 14.3543  C97 1.090
104 H 3.9053 -7.6306 14.3183  C97 1.090
105 H 3.6581 -4.8756 15.7081  C98 1.090
106 H 2.4078 -6.1294 15.6023  C98 1.090
107 H 1.8148 -4.6000 13.7485  C99 1.090
108 H 2.7404 -5.9751 13.0076  C99 1.090
109 C -2.3370 -6.5648 8.7573  C110 1.551, H114 1.090, H115 1.090, H116 1.090
110 C -1.2995 -5.9339 7.7919  C109 1.551, C111 1.538, H117 1.090, H118 1.090
111 C -1.2434 -4.4064 7.9630  C110 1.538, C112 1.442, H119 1.090, H120 1.090
112 C -2.5111 -3.7236 7.8927  C111 1.442, N113 1.162
113 N -3.5414 -3.1877 7.9256  C112 1.162
114 H -3.3323 -6.1707 8.5516  C109 1.090
115 H -2.1371 -6.3742 9.8118  C109 1.090
116 H -2.2922 -7.6529 8.7133  C109 1.090
117 H -1.5238 -6.1500 6.7474  C110 1.090
118 H -0.2927 -6.2921 8.0068  C110 1.090
119 H -0.6491 -4.0028 7.1433  C111 1.090
120 H -0.7244 -4.1593 8.8890  C111 1.090
121 C 7.2810 -20.1324 17.9317  C122 1.564, H126 1.090, H127 1.090, H128 1.090
122 C 8.3272 -20.5449 19.0184  C121 1.564, C123 1.529, H129 1.090, H130 1.090
123 C 9.6927 -20.9345 18.4523  C122 1.529, C124 1.463, H131 1.090, H132 1.090
124 C 10.2030 -19.9629 17.4843  C123 1.463, N125 1.142
125 N 10.5842 -19.2221 16.7033  C124 1.142
126 H 6.3395 -19.7514 18.3273  C121 1.090
127 H 7.0010 -21.0276 17.3765  C121 1.090
128 H 7.7216 -19.4807 17.1772  C121 1.090
129 H 8.0296 -21.3644 19.6726  C122 1.090
130 H 8.4873 -19.7555 19.7528  C122 1.090
131 H 9.5995 -21.8890 17.9343  C123 1.090
132 H 10.4230 -21.1682 19.2270  C123 1.090
133 C -2.8204 -13.1399 5.2686  C134 1.518, H138 1.090, H139 1.090, H140 1.090
134 C -2.1584 -12.7618 3.9561  C133 1.518, C135 1.507, H141 1.090, H142 1.090
135 C -0.8691 -12.0028 4.1390  C134 1.507, C136 1.456, H143 1.090, H144 1.090
136 C 0.1320 -12.6844 4.9472  C135 1.456, N137 1.174
137 N 0.9664 -13.2260 5.5708  C136 1.174
138 H -2.5559 -14.1032 5.7047  C133 1.090
139 H -3.8870 -13.2330 5.0643  C133 1.090
140 H -2.7695 -12.3668 6.0353  C133 1.090
141 H -2.8842 -12.1774 3.3907  C134 1.090
142 H -1.9414 -13.6282 3.3313  C134 1.090
143 H -1.0602 -11.0130 4.5538  C135 1.090
144 H -0.4461 -11.7818 3.1591  C135 1.090
145 C 11.7081 -15.7717 8.2852  C146 1.517, H150 1.090, H151 1.090, H152 1.090
146 C 10.6982 -15.9821 9.3976  C145 1.517, C147 1.534, H153 1.090, H154 1.090
147 C 9.2587 -16.2791 8.9578  C146 1.534, C148 1.461, H155 1.090, H156 1.090
148 C 9.2155 -17.5034 8.1622  C147 1.461, N149 1.133
149 N 9.2371 -18.4736 7.5781  C148 1.133
150 H 11.9168 -16.6511 7.6758  C145 1.090
151 H 12.6970 -15.5160 8.6658  C145 1.090
152 H 11.3489 -15.0422 7.5593  C145 1.090
153 H 10.5668 -15.1062 10.0330  C146 1.090
154 H 10.9954 -16.7507 10.1109  C146 1.090
155 H 8.7970 -15.4467 8.4267  C147 1.090
156 H 8.6277 -16.4642 9.8270  C147 1.090
157 C 2.9244 -17.0948 12.9593  C158 1.553, H162 1.090, H163 1.090, H164 1.090
158 C 2.3889 -15.6544 13.1872  C157 1.553, C159 1.557, H165 1.090, H166 1.090
159 C 2.1550 -14.8695 11.8630  C158 1.557, C160 1.491, H167 1.090, H168 1.090
160 C 1.6987 -13.4573 12.0016  C159 1.491, N161 1.193
161 N 1.3603 -12.3266 12.1773  C160 1.193
162 H 2.2183 -17.6768 12.3670  C157 1.090
163 H 2.9742 -17.6322 13.9063  C157 1.090
164 H 3.8698 -16.9968 12.4256  C157 1.090
165 H 3.1208 -15.0887 13.7638  C158 1.090
166 H 1.4557 -15.6574 13.7504  C158 1.090
167 H 1.3503 -15.3436 11.3012  C159 1.090
168 H 3.0545 -14.8590 11.2474  C159 1.090

Mulliken atomic charge list, values in e, 5 entries:
1. C -1.13
2. C -0.37
3. C -0.42
4. C 0.17
5. N -0.38



(b)
Formula: C56H98N14
Source: OMol25
Level of theory: ωB97M-V/def2-TZVPD

Output
Frontier orbital gap, eV: 11.2
Total charge: 0
E_LUMO, eV: 0.02

Last columns: bonded neighbours and bond lengths (Å).
Geometry (Å):
1 C -11.4680 -5.7806 -25.0444  C2 1.528, H6 1.089, H7 1.091, H8 1.094
2 C -12.5551 -4.7524 -24.7364  C1 1.528, C3 1.545, H9 1.090, H10 1.088
3 C -12.1253 -3.3413 -25.1962  C2 1.545, C4 1.458, H11 1.094, H12 1.088
4 C -10.8415 -2.9338 -24.6374  C3 1.458, N5 1.151
5 N -9.8333 -2.6532 -24.1570  C4 1.151
6 H -10.5185 -5.5644 -24.5559  C1 1.089
7 H -11.3015 -5.9226 -26.1132  C1 1.091
8 H -11.7951 -6.7726 -24.7183  C1 1.094
9 H -12.7546 -4.6802 -23.6672  C2 1.090
10 H -13.4735 -4.9898 -25.2691  C2 1.088
11 H -12.8290 -2.6274 -24.7571  C3 1.094
12 H -12.1824 -3.3394 -26.2829  C3 1.088
13 C -9.7009 2.4527 -24.1546  C14 1.517, H18 1.090, H19 1.095, H20 1.094
14 C -8.8421 1.2794 -24.5888  C13 1.517, C15 1.535, H21 1.093, H22 1.091
15 C -7.9533 1.5425 -25.8120  C14 1.535, C16 1.470, H23 1.088, H24 1.089
16 C -8.7594 2.0492 -26.9326  C15 1.470, N17 1.143
17 N -9.3942 2.4508 -27.7941  C16 1.143
18 H -10.3312 2.2351 -23.2918  C13 1.090
19 H -10.3644 2.7658 -24.9677  C13 1.095
20 H -9.1531 3.3652 -23.9017  C13 1.094
21 H -9.5271 0.4633 -24.8342  C14 1.093
22 H -8.2393 0.9598 -23.7369  C14 1.091
23 H -7.4596 0.6619 -26.2173  C15 1.088
24 H -7.1989 2.2833 -25.5518  C15 1.089
25 C -9.7047 3.0897 -18.3009  C26 1.537, H30 1.091, H31 1.094, H32 1.088
26 C -10.2071 1.7328 -18.8190  C25 1.537, C27 1.543, H33 1.087, H34 1.089
27 C -9.3139 1.2569 -19.9834  C26 1.543, C28 1.468, H35 1.093, H36 1.090
28 C -7.9351 0.9934 -19.5549  C27 1.468, N29 1.146
29 N -6.8453 0.8161 -19.2484  C28 1.146
30 H -10.1034 3.3116 -17.3095  C25 1.091
31 H -10.1451 3.8703 -18.9287  C25 1.094
32 H -8.6239 3.2117 -18.3092  C25 1.088
33 H -11.2092 1.8695 -19.2179  C26 1.087
34 H -10.1941 1.0239 -17.9929  C26 1.089
35 H -9.2340 2.0312 -20.7507  C27 1.093
36 H -9.7471 0.3580 -20.4229  C27 1.090
37 C -8.4667 6.5669 -19.3964  C38 1.516, H42 1.095, H43 1.087, H44 1.094
38 C -7.0417 6.5560 -19.9132  C37 1.516, C39 1.536, H45 1.092, H46 1.093
39 C -6.3572 5.1827 -19.8374  C38 1.536, C40 1.451, H47 1.097, H48 1.093
40 C -6.7408 4.2585 -20.8884  C39 1.451, N41 1.148
41 N -7.0159 3.5574 -21.7549  C40 1.148
42 H -8.8559 7.5821 -19.5260  C37 1.095
43 H -8.6529 6.3201 -18.3538  C37 1.087
44 H -9.0760 5.9427 -20.0569  C37 1.094
45 H -6.4366 7.2983 -19.3879  C38 1.092
46 H -6.9287 6.8628 -20.9561  C38 1.093
47 H -6.5971 4.6553 -18.9056  C39 1.097
48 H -5.2701 5.2910 -19.8750  C39 1.093
49 C -10.4759 -2.7168 -19.3139  C50 1.527, H54 1.092, H55 1.095, H56 1.089
50 C -9.6052 -3.8946 -19.7462  C49 1.527, C51 1.518, H57 1.096, H58 1.094
51 C -10.0329 -4.6276 -21.0046  C50 1.518, C52 1.476, H59 1.092, H60 1.093
52 C -11.4653 -4.9832 -21.0178  C51 1.476, N53 1.146
53 N -12.5760 -5.2635 -21.0222  C52 1.146
54 H -11.4160 -3.0344 -18.8579  C49 1.092
55 H -10.8234 -2.0967 -20.1470  C49 1.095
56 H -9.9409 -2.1052 -18.5882  C49 1.089
57 H -9.5703 -4.5532 -18.8705  C50 1.096
58 H -8.5477 -3.6328 -19.8487  C50 1.094
59 H -9.5446 -5.6017 -21.0817  C51 1.092
60 H -9.8724 -4.0203 -21.8988  C51 1.093
61 C -7.4315 -1.6846 -22.4314  C62 1.532, H66 1.088, H67 1.094, H68 1.090
62 C -6.0342 -1.2734 -21.9564  C61 1.532, C63 1.512, H69 1.091, H70 1.096
63 C -5.6818 0.1592 -22.2884  C62 1.512, C64 1.471, H71 1.092, H72 1.092
64 C -5.4104 0.3135 -23.7261  C63 1.471, N65 1.148
65 N -5.3032 0.3720 -24.8677  C64 1.148
66 H -7.5214 -2.7538 -22.2504  C61 1.088
67 H -7.5193 -1.5123 -23.5081  C61 1.094
68 H -8.2205 -1.0564 -22.0168  C61 1.090
69 H -5.2914 -1.9779 -22.3324  C62 1.091
70 H -6.0736 -1.3705 -20.8659  C62 1.096
71 H -4.7761 0.4496 -21.7519  C63 1.092
72 H -6.4583 0.8853 -22.0371  C63 1.092
73 C -5.8685 -5.2761 -20.8073  C74 1.525, H78 1.093, H79 1.090, H80 1.090
74 C -6.0372 -5.9675 -19.4583  C73 1.525, C75 1.525, H81 1.098, H82 1.091
75 C -6.6896 -7.3396 -19.5886  C74 1.525, C76 1.457, H83 1.093, H84 1.093
76 C -7.0838 -7.9044 -18.3041  C75 1.457, N77 1.147
77 N -7.3765 -8.3269 -17.2792  C76 1.147
78 H -6.8581 -5.1156 -21.2434  C73 1.093
79 H -5.2503 -5.8999 -21.4538  C73 1.090
80 H -5.3882 -4.3009 -20.7274  C73 1.090
81 H -6.7307 -5.3953 -18.8279  C74 1.098
82 H -5.0960 -5.9384 -18.9074  C74 1.091
83 H -6.0030 -8.0063 -20.1167  C75 1.093
84 H -7.5771 -7.2363 -20.2176  C75 1.093
85 C -4.3334 1.1827 -18.3396  C86 1.514, H90 1.096, H91 1.088, H92 1.091
86 C -2.9280 1.7464 -18.3218  C85 1.514, C87 1.541, H93 1.092, H94 1.097
87 C -2.6272 2.9619 -17.4229  C86 1.541, C88 1.475, H95 1.087, H96 1.091
88 C -3.7864 3.8667 -17.3041  C87 1.475, N89 1.146
89 N -4.6837 4.5718 -17.1981  C88 1.146
90 H -5.0363 1.9627 -18.6553  C85 1.096
91 H -4.6834 0.7967 -17.3850  C85 1.088
92 H -4.4243 0.4572 -19.1492  C85 1.091
93 H -2.5781 2.0015 -19.3246  C86 1.092
94 H -2.2152 0.9538 -18.0643  C86 1.097
95 H -1.7807 3.5146 -17.8213  C87 1.087
96 H -2.4341 2.6343 -16.4004  C87 1.091
97 C -2.8335 -2.7488 -21.0217  C98 1.515, H102 1.093, H103 1.092, H104 1.091
98 C -1.7348 -1.9152 -20.3945  C97 1.515, C99 1.528, H105 1.096, H106 1.092
99 C -0.3552 -1.9396 -21.0514  C98 1.528, C100 1.451, H107 1.097, H108 1.090
100 C -0.4623 -1.7770 -22.4897  C99 1.451, N101 1.143
101 N -0.5556 -1.6054 -23.6161  C100 1.143
102 H -3.0049 -2.4569 -22.0614  C97 1.093
103 H -3.7660 -2.6118 -20.4708  C97 1.092
104 H -2.6612 -3.8258 -21.0309  C97 1.091
105 H -1.5922 -2.2756 -19.3688  C98 1.096
106 H -2.0904 -0.8903 -20.2682  C98 1.092
107 H 0.1652 -2.8941 -20.9082  C99 1.097
108 H 0.3026 -1.2060 -20.5854  C99 1.090
109 C -6.6382 -2.4381 -17.3614  C110 1.531, H114 1.091, H115 1.088, H116 1.091
110 C -5.2122 -2.6808 -17.8621  C109 1.531, C111 1.546, H117 1.092, H118 1.090
111 C -4.2587 -1.5650 -17.3769  C110 1.546, C112 1.464, H119 1.092, H120 1.091
112 C -4.0246 -1.6254 -15.9333  C111 1.464, N113 1.148
113 N -3.8438 -1.6788 -14.8007  C112 1.148
114 H -6.6802 -2.4867 -16.2722  C109 1.091
115 H -7.3154 -3.1888 -17.7644  C109 1.088
116 H -6.9124 -1.4241 -17.6574  C109 1.091
117 H -5.1737 -2.5838 -18.9495  C110 1.092
118 H -4.8830 -3.6764 -17.5665  C110 1.090
119 H -4.6742 -0.5833 -17.6121  C111 1.092
120 H -3.3178 -1.6548 -17.9213  C111 1.091
121 C -0.5512 3.8304 -21.2906  C122 1.523, H126 1.094, H127 1.090, H128 1.090
122 C -0.5070 3.1481 -22.6511  C121 1.523, C123 1.541, H129 1.090, H130 1.095
123 C -0.6972 1.6192 -22.6095  C122 1.541, C124 1.469, H131 1.091, H132 1.087
124 C -2.0369 1.2420 -22.1395  C123 1.469, N125 1.148
125 N -3.0762 0.9031 -21.7883  C124 1.148
126 H 0.2047 3.4455 -20.5990  C121 1.094
127 H -1.5329 3.6984 -20.8358  C121 1.090
128 H -0.3163 4.8895 -21.3955  C121 1.090
129 H 0.3688 3.4243 -23.2377  C122 1.090
130 H -1.3309 3.5588 -23.2450  C122 1.095
131 H 0.0197 1.1972 -21.9043  C123 1.091
132 H -0.5463 1.2438 -23.6185  C123 1.087
133 C -2.5956 -3.6596 -26.5517  C134 1.525, H138 1.090, H139 1.101, H140 1.088
134 C -3.4134 -2.9774 -25.4599  C133 1.525, C135 1.534, H141 1.093, H142 1.091
135 C -4.3299 -3.9399 -24.6940  C134 1.534, C136 1.462, H143 1.091, H144 1.090
136 C -3.5713 -4.7553 -23.7466  C135 1.462, N137 1.144
137 N -2.9479 -5.3836 -23.0223  C136 1.144
138 H -3.2108 -4.0566 -27.3592  C133 1.090
139 H -2.0840 -4.5450 -26.1432  C133 1.101
140 H -1.7422 -3.0868 -26.9099  C133 1.088
141 H -3.9766 -2.2039 -25.9893  C134 1.093
142 H -2.7627 -2.4314 -24.7751  C134 1.091
143 H -4.8049 -4.5848 -25.4348  C135 1.091
144 H -5.0893 -3.4001 -24.1272  C135 1.090
145 C -5.0338 4.4812 -26.3199  C146 1.533, H150 1.092, H151 1.092, H152 1.088
146 C -4.0342 3.6736 -25.4841  C145 1.533, C147 1.516, H153 1.092, H154 1.091
147 C -4.3975 3.6742 -24.0119  C146 1.516, C148 1.461, H155 1.097, H156 1.095
148 C -4.5150 4.9879 -23.3839  C147 1.461, N149 1.147
149 N -4.6296 5.9888 -22.8359  C148 1.147
150 H -4.8547 5.5414 -26.1280  C145 1.092
151 H -6.0563 4.2673 -26.0025  C145 1.092
152 H -4.9769 4.3042 -27.3915  C145 1.088
153 H -3.0283 4.0846 -25.5963  C146 1.092
154 H -3.9884 2.6493 -25.8560  C146 1.091
155 H -3.6611 3.1237 -23.4143  C147 1.097
156 H -5.3311 3.1551 -23.7710  C147 1.095
157 C -7.3255 -2.8485 -26.3240  C158 1.532, H162 1.092, H163 1.087, H164 1.093
158 C -8.1677 -1.8545 -27.1301  C157 1.532, C159 1.532, H165 1.095, H166 1.090
159 C -8.6643 -2.4437 -28.4543  C158 1.532, C160 1.467, H167 1.090, H168 1.092
160 C -9.6952 -3.4744 -28.2870  C159 1.467, N161 1.148
161 N -10.5186 -4.2669 -28.1747  C160 1.148
162 H -7.9630 -3.6656 -25.9797  C157 1.092
163 H -6.8395 -2.3583 -25.4849  C157 1.087
164 H -6.6350 -3.2778 -27.0541  C157 1.093
165 H -7.5139 -1.0358 -27.4492  C158 1.095
166 H -8.9881 -1.4063 -26.5701  C158 1.090
167 H -7.8458 -2.8922 -29.0167  C159 1.090
168 H -9.1302 -1.6207 -29.0000  C159 1.092

Mulliken atomic charge list, values in e, 5 entries:
1. C -1.08
2. C -0.30
3. C -0.61
4. C 0.23
5. N -0.28



(b) wins, 286.7 kJ/mol ahead of the next structure.